No. 1
ORCA calculation (wB97M-V/def2-TZVPD) on C4H5LiO6 as an isolated structure at a distorted geometry.

Last column: natural (NBO) charge in e.
Cartesian coordinates (Å):
C (2.670, 0.776, 1.159)  -0.10
C (2.614, 0.116, 2.520)  -0.08
O (3.342, 1.025, 3.410)  -0.55
O (2.474, 2.159, 1.394)  -0.64
H (1.881, 0.350, 0.525)  0.21
H (3.646, 0.608, 0.685)  0.20
H (3.132, -0.845, 2.548)  0.21
H (1.589, 0.037, 2.897)  0.21
H (3.200, 1.966, 3.029)  0.59
C (3.332, 0.876, 4.914)  0.93
O (2.525, 0.058, 5.309)  -0.71
O (4.194, 1.565, 5.436)  -0.70
Li (3.393, 0.689, 6.700)  0.96
O (2.697, 2.545, -0.851)  -0.75
O (2.337, 4.242, 0.592)  -0.72
C (2.505, 3.071, 0.248)  0.95

## Properties
energy = -614.3849 a.u.
E_HOMO = -7.8 eV
energy relative to the best compared isomer or geometry (same formula, charge and spin) = 77.9 kcal/mol
multiplicity = 1

No. 2
ORCA calculation (wB97M-V/def2-TZVPD) on C34H32N10O6SSr as an isolated structure at a distorted geometry.

Last column: Löwdin charge in e.
Cartesian coordinates (Å):
Sr (0.961, 0.125, -1.597)  1.41
O (2.003, -4.304, -2.167)  0.05
C (2.212, -3.125, -2.293)  -0.66
O (1.333, -2.228, -2.637)  -0.18
C (3.645, -2.552, -2.086)  -0.07
C (4.049, -1.392, -3.041)  -0.22
C (5.595, -1.168, -2.916)  -0.10
C (5.705, -0.318, -1.646)  -0.10
C (4.232, -0.360, -1.186)  -0.31
O (3.478, -0.238, -2.374)  -0.17
C (3.771, -1.736, -0.728)  -0.12
C (2.532, -1.712, 0.050)  -0.73
O (2.042, -2.797, 0.191)  0.06
O (2.030, -0.616, 0.495)  -0.19
H (4.395, -3.398, -2.090)  0.16
H (3.712, -1.429, -4.098)  0.17
H (5.998, -0.665, -3.796)  0.11
H (6.096, -2.141, -2.867)  0.11
H (6.065, 0.715, -1.775)  0.11
H (6.390, -0.766, -0.885)  0.13
H (4.009, 0.512, -0.566)  0.12
H (4.499, -2.189, -0.034)  0.17
C (-0.644, -4.568, -0.076)  -0.03
N (-0.970, -3.376, -0.882)  -0.08
C (-0.728, -2.118, -0.542)  -0.25
N (-1.250, -1.294, -1.425)  -0.02
C (-1.852, -2.134, -2.324)  -0.21
N (-1.759, -3.389, -1.990)  0.14
C (-1.735, -4.760, 0.975)  -0.15
C (-2.049, -6.030, 1.385)  -0.04
C (-2.909, -6.207, 2.433)  -0.07
C (-3.551, -5.158, 3.025)  -0.02
C (-3.263, -3.841, 2.614)  -0.14
C (-2.375, -3.673, 1.605)  0.03
C (-4.077, -2.732, 3.129)  -0.24
N (-5.077, -2.817, 3.929)  0.11
N (-5.583, -1.561, 4.168)  0.12
C (-4.854, -0.766, 3.518)  -0.29
O (-3.856, -1.391, 2.802)  0.12
C (-4.994, 0.716, 3.527)  -0.13
C (-5.765, 1.399, 4.423)  -0.02
C (-5.640, 2.792, 4.554)  -0.03
C (-4.718, 3.464, 3.710)  -0.04
C (-4.029, 2.799, 2.739)  -0.20
C (-3.138, 3.554, 1.737)  -0.02
N (-2.028, 2.604, 1.339)  -0.14
C (-1.772, 2.105, 0.124)  -0.15
N (-0.610, 1.521, 0.132)  0.02
C (-0.176, 1.699, 1.382)  -0.22
N (-0.960, 2.416, 2.150)  0.14
C (-4.183, 1.408, 2.634)  0.04
H (0.320, -4.380, 0.366)  0.12
H (-0.627, -5.386, -0.770)  0.13
H (-0.132, -1.872, 0.312)  0.12
H (-2.290, -1.857, -3.247)  0.10
H (-1.463, -6.810, 0.955)  0.11
H (-3.058, -7.247, 2.834)  0.13
H (-4.323, -5.284, 3.712)  0.09
H (-2.193, -2.665, 1.246)  0.11
H (-6.370, 0.892, 5.091)  0.09
H (-6.172, 3.378, 5.295)  0.11
H (-4.627, 4.525, 3.829)  0.10
H (-2.726, 4.439, 2.198)  0.12
H (-3.616, 3.794, 0.797)  0.12
H (-2.510, 2.129, -0.625)  0.13
H (0.757, 1.354, 1.698)  0.09
H (-3.644, 0.921, 1.836)  0.12
C (2.834, 6.468, -3.726)  -0.01
C (2.447, 5.254, -2.945)  -0.26
C (3.035, 4.902, -1.733)  0.05
C (2.712, 3.617, -1.252)  -0.26
N (1.862, 2.826, -1.913)  0.04
C (1.142, 3.324, -2.964)  -0.85
S (-0.246, 2.538, -3.472)  0.62
N (1.546, 4.469, -3.541)  0.10
C (3.242, 2.915, -0.054)  -0.01
H (3.843, 6.854, -3.435)  0.11
H (2.140, 7.297, -3.650)  0.09
H (2.910, 6.150, -4.755)  0.09
H (3.749, 5.599, -1.284)  0.13
H (1.119, 4.779, -4.423)  0.17
H (2.977, 1.908, -0.055)  0.01
H (2.832, 3.336, 0.890)  0.12
H (4.325, 2.947, 0.033)  0.10

## Properties
energy = -2742.8721 a.u.
E_HOMO = -7.6 eV
energy relative to the best compared isomer or geometry (same formula, charge and spin) = 33.2 kcal/mol
multiplicity = 1

No. 3
ORCA calculation (wB97M-V/def2-TZVPD) on a 20-piece molecular cluster, C40H120N10O20 overall at a distorted geometry.

Last column: Löwdin charge in e.
Cartesian coordinates (Å):
C (3.426, -2.246, 5.081)  -0.05
C (2.982, -1.703, 3.723)  -0.46
C (4.124, -1.013, 3.090)  -0.08
O (2.568, -2.821, 2.876)  -0.08
H (2.597, -2.853, 5.629)  0.12
H (3.674, -1.392, 5.726)  0.08
H (4.307, -2.858, 5.066)  0.07
H (2.158, -0.976, 3.874)  0.13
H (3.894, -0.767, 2.006)  0.10
H (4.995, -1.656, 3.108)  0.08
H (4.393, -0.072, 3.546)  0.07
H (2.270, -2.600, 1.991)  0.03
C (-2.678, -1.808, -2.602)  -0.04
C (-1.629, -0.854, -3.296)  -0.41
C (-2.314, 0.518, -3.506)  -0.06
O (-0.452, -0.549, -2.536)  -0.09
H (-2.231, -2.807, -2.570)  0.04
H (-3.559, -1.879, -3.194)  0.04
H (-2.839, -1.414, -1.587)  0.09
H (-1.191, -1.151, -4.253)  0.14
H (-2.609, 1.027, -2.593)  0.06
H (-3.195, 0.486, -4.146)  0.08
H (-1.612, 1.140, -4.103)  0.09
H (0.290, -1.142, -2.775)  0.05
C (2.749, 5.300, -3.602)  -0.06
C (2.921, 3.828, -3.320)  -0.50
C (1.960, 3.356, -2.297)  -0.06
O (2.693, 3.005, -4.476)  -0.06
H (3.391, 5.639, -4.398)  0.07
H (3.064, 5.830, -2.730)  0.05
H (1.705, 5.720, -3.735)  0.10
H (3.957, 3.669, -2.998)  0.12
H (2.050, 3.835, -1.344)  0.06
H (2.086, 2.202, -2.254)  0.10
H (0.883, 3.549, -2.616)  0.10
H (3.032, 3.445, -5.262)  0.08
C (0.255, -4.353, 1.058)  -0.05
C (1.147, -4.580, -0.195)  -0.44
C (0.267, -4.644, -1.478)  -0.03
O (2.020, -3.483, -0.266)  -0.08
H (-0.400, -5.184, 1.223)  0.07
H (-0.363, -3.415, 0.972)  0.09
H (0.949, -4.287, 1.926)  0.05
H (1.670, -5.519, 0.012)  0.14
H (-0.332, -5.530, -1.541)  0.07
H (0.966, -4.668, -2.324)  0.08
H (-0.345, -3.794, -1.504)  0.04
H (2.919, -3.700, 0.035)  0.05
C (4.565, 0.819, -0.762)  -0.06
C (5.817, 1.688, -0.812)  -0.45
C (6.829, 1.168, -1.795)  -0.06
O (5.475, 3.072, -1.199)  -0.08
H (4.018, 0.697, -1.661)  0.05
H (3.873, 1.212, 0.006)  0.08
H (4.748, -0.213, -0.532)  0.05
H (6.182, 1.589, 0.250)  0.15
H (6.809, 0.080, -1.704)  0.07
H (7.838, 1.603, -1.477)  0.10
H (6.705, 1.449, -2.823)  0.07
H (4.971, 3.323, -0.410)  0.00
C (-6.091, -1.794, -1.324)  -0.71
O (-6.807, -1.012, -0.718)  0.00
N (-5.364, -2.701, -0.654)  0.19
N (-6.010, -1.792, -2.630)  0.19
H (-5.382, -2.667, 0.356)  0.12
H (-4.902, -3.465, -1.132)  0.06
H (-6.767, -1.424, -3.135)  0.10
H (-5.438, -2.492, -3.153)  0.11
C (-4.915, -5.727, -2.624)  -0.60
O (-4.364, -4.628, -2.780)  -0.03
N (-5.852, -5.894, -1.613)  0.17
N (-4.671, -6.793, -3.369)  0.22
H (-6.239, -5.010, -1.327)  0.09
H (-6.167, -6.813, -1.392)  0.10
H (-5.243, -7.576, -3.350)  0.10
H (-4.205, -6.575, -4.205)  0.05
C (-5.511, 0.841, 1.870)  -0.70
O (-4.872, 1.148, 2.837)  0.01
N (-5.328, 1.406, 0.611)  0.17
N (-6.463, -0.095, 1.901)  0.16
H (-4.636, 2.165, 0.595)  0.06
H (-5.879, 1.047, -0.141)  0.07
H (-6.703, -0.425, 2.816)  0.10
H (-6.829, -0.416, 1.019)  0.05
C (-2.022, 3.044, 2.963)  -0.62
O (-1.044, 3.827, 2.879)  -0.03
N (-2.630, 2.771, 4.132)  0.19
N (-2.430, 2.380, 1.857)  0.19
H (-2.237, 3.103, 4.992)  0.11
H (-3.523, 2.326, 4.194)  0.07
H (-1.828, 2.591, 1.074)  0.08
H (-2.748, 1.429, 1.913)  0.08
C (-2.371, -5.333, -5.614)  -0.64
O (-3.349, -6.023, -5.866)  0.01
N (-2.357, -4.455, -4.572)  0.17
N (-1.278, -5.174, -6.468)  0.15
H (-1.584, -3.946, -4.241)  0.07
H (-3.192, -4.459, -3.974)  0.04
H (-1.277, -5.850, -7.209)  0.09
H (-0.422, -4.790, -6.117)  0.09
C (-6.211, 5.147, 1.589)  -0.10
C (-5.232, 6.256, 1.437)  -0.34
O (-4.676, 6.375, 0.122)  -0.12
H (-5.713, 4.193, 1.369)  0.05
H (-7.024, 5.318, 0.899)  0.07
H (-6.550, 5.033, 2.679)  0.10
H (-4.365, 6.123, 2.109)  0.10
H (-5.729, 7.283, 1.683)  0.14
H (-4.555, 5.504, -0.313)  0.02
C (6.936, -3.231, 0.729)  -0.08
C (5.658, -3.368, -0.049)  -0.33
O (4.579, -3.766, 0.703)  -0.07
H (7.090, -2.426, 1.467)  0.07
H (7.758, -2.977, 0.037)  0.08
H (7.262, -4.169, 1.199)  0.08
H (5.836, -4.146, -0.786)  0.13
H (5.425, -2.462, -0.563)  0.08
H (4.404, -3.197, 1.451)  0.06
C (1.331, -6.845, 5.271)  -0.09
C (1.834, -5.819, 4.288)  -0.35
O (3.113, -5.436, 4.722)  -0.10
H (1.754, -7.860, 5.116)  0.08
H (0.236, -6.995, 5.187)  0.08
H (1.563, -6.532, 6.298)  0.08
H (1.203, -4.874, 4.202)  0.12
H (1.928, -6.314, 3.356)  0.09
H (3.486, -4.860, 4.029)  0.07
C (-1.113, 6.204, 0.041)  -0.07
C (-0.239, 5.149, -0.597)  -0.28
O (-1.082, 4.017, -0.903)  -0.11
H (-0.625, 7.182, 0.216)  0.08
H (-1.543, 5.831, 0.998)  0.08
H (-1.907, 6.528, -0.624)  0.06
H (0.624, 4.897, 0.088)  0.12
H (0.111, 5.450, -1.557)  0.08
H (-0.649, 3.179, -0.709)  0.04
C (-3.781, -2.617, 4.200)  -0.08
C (-3.070, -1.488, 4.855)  -0.38
O (-1.824, -1.772, 5.397)  -0.08
H (-4.755, -2.227, 3.972)  0.07
H (-3.898, -3.389, 4.917)  0.06
H (-3.158, -3.013, 3.419)  0.07
H (-3.677, -1.056, 5.621)  0.10
H (-2.807, -0.693, 4.096)  0.12
H (-1.908, -2.611, 5.901)  0.10
C (4.378, 6.091, 0.202)  -0.08
C (4.918, 5.001, 1.142)  -0.29
O (4.287, 3.702, 1.088)  -0.13
H (4.516, 5.713, -0.861)  0.08
H (4.993, 6.947, 0.253)  0.05
H (3.307, 6.345, 0.327)  0.08
H (4.860, 5.483, 2.141)  0.11
H (6.026, 4.840, 0.960)  0.13
H (3.321, 3.896, 1.281)  0.09
C (4.079, -1.632, -3.943)  -0.06
C (2.673, -1.102, -3.799)  -0.30
O (1.869, -2.000, -3.036)  -0.11
H (3.875, -2.628, -4.305)  0.08
H (4.731, -1.560, -3.081)  0.06
H (4.500, -1.075, -4.745)  0.07
H (2.218, -1.076, -4.788)  0.12
H (2.635, -0.094, -3.406)  0.09
H (2.223, -2.015, -2.127)  0.08
C (0.685, -0.719, 0.852)  -0.02
C (0.941, 0.624, 0.113)  -0.28
O (-0.221, 1.200, -0.423)  -0.12
H (0.694, -1.576, 0.204)  0.04
H (-0.274, -0.602, 1.352)  0.09
H (1.463, -0.969, 1.544)  0.04
H (1.616, 0.534, -0.730)  0.08
H (1.369, 1.413, 0.721)  0.10
H (-0.646, 0.504, -0.989)  0.07
C (2.324, 1.904, 4.089)  -0.08
C (2.329, 3.410, 3.791)  -0.31
O (1.757, 3.696, 2.532)  -0.13
H (3.039, 1.459, 3.366)  0.06
H (1.286, 1.571, 4.054)  0.07
H (2.698, 1.731, 5.140)  0.09
H (3.406, 3.745, 3.634)  0.12
H (1.842, 3.998, 4.585)  0.12
H (0.793, 3.798, 2.536)  0.04
C (-4.117, 5.177, -2.806)  -0.06
C (-4.204, 3.807, -2.157)  -0.29
O (-3.916, 3.862, -0.766)  -0.13
H (-4.876, 5.778, -2.419)  0.05
H (-4.194, 5.135, -3.907)  0.09
H (-3.158, 5.528, -2.492)  0.06
H (-3.465, 3.166, -2.619)  0.09
H (-5.183, 3.335, -2.233)  0.12
H (-2.947, 4.063, -0.753)  0.06

## Properties
energy = -3648.4789 a.u.
E_HOMO = -9.0 eV
multiplicity = 1

No. 4
ORCA calculation (wB97M-V/def2-TZVPD) on C11H25ClInNO6P2 as an isolated structure at a distorted geometry.

Last column: natural (NBO) charge in e.
Cartesian coordinates (Å):
C (-0.883, 0.886, -3.461)  -0.31
C (-1.130, 0.597, -2.084)  0.24
N (-0.311, 1.137, -1.112)  -0.56
C (0.663, 1.975, -1.463)  0.23
C (0.909, 2.329, -2.803)  -0.34
C (0.129, 1.759, -3.809)  -0.15
C (-2.217, -0.215, -1.686)  -0.91
P (-2.670, -0.253, -0.003)  1.37
In (0.851, -0.212, 2.144)  0.76
P (2.217, 1.493, 0.879)  0.78
C (1.503, 2.635, -0.367)  -0.73
O (0.735, -3.731, -4.230)  -0.94
O (-0.177, -5.684, 0.617)  -0.94
H (-1.504, 0.384, -4.196)  0.21
H (1.705, 3.039, -3.017)  0.21
H (0.325, 1.981, -4.852)  0.22
C (-4.116, 0.760, 0.356)  -0.97
C (-3.031, -1.943, 0.486)  -0.96
H (2.350, 3.172, -0.814)  0.23
H (0.896, 3.361, 0.192)  0.25
H (-0.035, -4.199, -3.895)  0.47
H (-2.850, -0.650, -2.467)  0.25
C (2.717, 2.596, 2.251)  -0.94
C (3.791, 1.005, 0.130)  -0.93
H (2.104, -1.235, 0.934)  -0.10
H (0.675, -5.707, 1.096)  0.47
H (-0.402, -4.754, 0.533)  0.47
H (0.723, -2.867, -3.789)  0.47
H (-1.670, 0.205, 0.867)  0.00
H (2.253, -1.954, 0.739)  0.05
H (-4.965, 0.369, -0.217)  0.25
H (-4.335, 0.729, 1.432)  0.25
H (-3.913, 1.796, 0.056)  0.26
H (-3.816, -2.317, -0.187)  0.25
H (-2.122, -2.553, 0.386)  0.26
H (-3.367, -1.939, 1.531)  0.25
H (4.483, 1.841, 0.248)  0.22
H (4.186, 0.112, 0.617)  0.24
H (3.627, 0.802, -0.929)  0.25
H (3.793, 2.791, 2.151)  0.24
H (2.151, 3.535, 2.194)  0.25
H (2.521, 2.119, 3.224)  0.25
O (-0.208, 0.701, 3.883)  -0.90
Cl (-0.366, -0.657, 4.524)  2.48
O (0.811, -0.980, 5.253)  -0.77
O (-1.547, -0.679, 5.324)  -0.77
O (-0.482, -1.578, 3.334)  -0.88

## Properties
energy = -2272.9383 a.u.
E_HOMO = -6.3 eV
multiplicity = 1